289
Properties=species:S:1:pos:R:3 method="wB97M-V/def2-TZVPD" homo_lumo_gap_ev=8.534 charge=0 e_homo_ev=-8.008
C 4.5012 -1.4442 6.8672
C 3.3890 -1.0168 5.9685
C 3.0810 -1.9211 4.7410
O 4.2116 -2.0616 3.9114
C 4.1318 -2.7980 2.7435
N 2.1517 -0.9998 6.7351
H 4.7471 -0.7757 7.6923
H 5.4367 -1.5422 6.3165
H 4.2262 -2.4182 7.2721
H 3.5631 -0.0128 5.5817
H 2.3172 -1.5657 4.0494
H 2.7970 -2.9326 5.0314
H 5.0421 -2.6053 2.1757
H 3.2426 -2.4623 2.2101
H 4.1446 -3.8547 3.0106
H 1.3856 -0.6399 6.1840
H 2.2942 -0.2642 7.4123
C -2.5698 -1.0873 -3.6996
C -3.5779 -1.3787 -4.7759
C -3.9208 -2.9281 -4.7573
O -2.8499 -3.7750 -5.0471
C -2.6837 -4.1412 -6.4445
N -4.7180 -0.6133 -4.3898
H -2.7683 -1.6008 -2.7589
H -2.4794 -0.0031 -3.6333
H -1.5878 -1.3528 -4.0911
H -3.1161 -1.0314 -5.7002
H -4.7426 -3.1585 -5.4353
H -4.3238 -3.2380 -3.7932
H -1.7474 -4.6746 -6.6086
H -2.7426 -3.2768 -7.1059
H -3.5190 -4.7703 -6.7522
H -5.1683 -0.9815 -3.5641
H -5.5176 -0.7670 -4.9874
C -3.0388 -5.0373 2.6472
C -2.9357 -6.4674 2.8965
C -1.8387 -6.9168 3.9672
O -0.5437 -6.8417 3.4720
C 0.5156 -7.0671 4.4468
N -4.2214 -6.9305 3.3017
H -3.5741 -4.7686 1.7365
H -2.0398 -4.6503 2.4464
H -3.3373 -4.5189 3.5584
H -2.6886 -6.9281 1.9401
H -1.9949 -7.9715 4.1934
H -1.9135 -6.4421 4.9456
H 0.2352 -7.9362 5.0420
H 0.7592 -6.2680 5.1469
H 1.3906 -7.3590 3.8661
H -4.8450 -6.4874 2.6423
H -4.4433 -6.4300 4.1504
C 0.8484 1.7171 4.3991
C 1.6540 3.0692 4.4627
C 0.7599 4.2440 4.8118
O 0.1713 4.1567 6.1277
C -0.5561 5.3167 6.4628
N 2.7198 2.6813 5.3293
H 0.5425 1.3920 5.3935
H 1.4017 0.8514 4.0353
H -0.0624 1.7858 3.8043
H 2.1581 3.3218 3.5299
H -0.0027 4.3465 4.0397
H 1.4039 5.1180 4.7141
H -1.3822 5.5415 5.7882
H 0.1272 6.1595 6.5668
H -1.0640 5.1743 7.4167
H 3.0813 3.4916 5.8117
H 2.2941 2.2153 6.1178
C -4.1358 -1.2063 3.6392
C -3.1287 -1.0569 4.8150
C -1.6296 -1.0209 4.4784
O -1.1109 -2.2521 4.0240
C -1.0961 -3.2480 5.0198
N -3.6072 0.0767 5.6005
H -5.0795 -1.4939 4.1027
H -3.8275 -2.0900 3.0807
H -4.1449 -0.2585 3.1009
H -3.2414 -1.8919 5.5065
H -0.9616 -0.7314 5.2896
H -1.5611 -0.2688 3.6924
H -0.5663 -4.1106 4.6156
H -2.0453 -3.6525 5.3715
H -0.4749 -2.8222 5.8077
H -4.5587 -0.0989 5.8902
H -3.5730 0.9191 5.0443
C 0.7172 1.4672 -2.9184
C 0.5502 2.4091 -4.0925
C -0.6277 2.0343 -5.0828
O -0.3833 2.7393 -6.2636
C -1.4844 2.8070 -7.1883
N 0.3263 3.7368 -3.4753
H 1.6514 1.6415 -2.3845
H 0.6516 0.3982 -3.1209
H -0.1182 1.6267 -2.2367
H 1.4472 2.4146 -4.7118
H -1.5556 2.4286 -4.6685
H -0.5750 0.9681 -5.3029
H -1.2064 3.4587 -8.0166
H -2.4060 3.3096 -6.8946
H -1.7469 1.8207 -7.5710
H -0.4872 3.6981 -2.8779
H 1.0326 3.8700 -2.7657
C -4.0752 2.2560 -2.1511
C -4.5768 3.6522 -2.5095
C -3.5286 4.5370 -3.1661
O -2.2596 4.6299 -2.5396
C -2.2821 5.5533 -1.4300
N -5.7883 3.6025 -3.3581
H -4.8340 1.6067 -1.7143
H -3.1879 2.2715 -1.5183
H -3.6815 1.7501 -3.0326
H -4.9701 4.0874 -1.5907
H -3.8895 5.5587 -3.2847
H -3.3182 4.0490 -4.1178
H -2.5351 6.5390 -1.8205
H -1.3223 5.6277 -0.9187
H -3.0668 5.2585 -0.7332
H -5.6979 3.6600 -4.3624
H -6.4475 2.8782 -3.1114
C -5.5038 -1.3095 -0.4893
C -5.6613 -2.6275 -1.2412
C -6.2046 -3.8750 -0.4176
O -6.2190 -5.0533 -1.1807
C -6.3962 -6.2117 -0.3729
N -6.5000 -2.2744 -2.3452
H -4.9403 -1.3008 0.4437
H -6.4815 -0.9739 -0.1436
H -4.9761 -0.5786 -1.1020
H -4.7085 -2.8458 -1.7235
H -7.1629 -3.6180 0.0338
H -5.4816 -3.9848 0.3906
H -6.2499 -7.1025 -0.9838
H -7.3987 -6.3702 0.0243
H -5.7165 -6.3542 0.4672
H -7.3612 -1.9060 -1.9673
H -6.8444 -3.1687 -2.6641
C 3.4599 7.4555 -4.4487
C 3.2007 6.0846 -3.7822
C 2.3673 6.1320 -2.4513
O 2.3835 4.8731 -1.7848
C 3.5549 4.5351 -1.0673
N 2.5266 5.2685 -4.7845
H 3.8183 7.3537 -5.4730
H 4.2198 8.0350 -3.9245
H 2.5792 8.0977 -4.4527
H 4.1581 5.5814 -3.6466
H 1.3342 6.4108 -2.6587
H 2.7856 6.9072 -1.8093
H 3.5043 4.7518 -0.0003
H 4.4643 5.0316 -1.4058
H 3.6401 3.4485 -1.0684
H 2.1612 4.4296 -4.3569
H 1.7707 5.7289 -5.2712
C 1.5109 -2.2355 -7.8623
C 1.4549 -1.5502 -6.4664
C 1.4562 -2.5063 -5.2563
O 1.3193 -1.7116 -4.0881
C 1.3227 -2.4048 -2.8707
N 2.5838 -0.6521 -6.2657
H 0.5971 -2.8192 -7.9739
H 2.3298 -2.9525 -7.8035
H 1.5736 -1.5518 -8.7089
H 0.5084 -1.0131 -6.4049
H 2.3895 -3.0612 -5.1611
H 0.6277 -3.2143 -5.2744
H 1.3802 -1.6113 -2.1255
H 2.2747 -2.9356 -2.8580
H 0.4263 -3.0044 -2.7125
H 2.7251 0.0085 -7.0165
H 2.3796 -0.0931 -5.4496
C -1.7454 -0.5099 0.1227
C -0.5686 -1.4687 0.4857
C 0.6602 -0.8165 1.1864
O 1.4134 -0.1565 0.1747
C 2.6245 0.4198 0.6039
N -1.1588 -2.5807 1.1782
H -1.2829 0.2807 -0.4682
H -2.0334 0.0331 1.0228
H -2.6222 -0.9973 -0.3036
H -0.3080 -1.8661 -0.4953
H 1.2818 -1.6038 1.6128
H 0.2644 -0.1456 1.9490
H 3.0550 0.7122 -0.3539
H 3.3563 -0.3208 0.9263
H 2.5847 1.2746 1.2791
H -1.1995 -2.4341 2.1767
H -0.5648 -3.3962 1.1301
C -3.8092 -9.1913 -1.7663
C -2.7170 -8.1723 -2.0760
C -2.7652 -6.9786 -1.0953
O -1.7979 -6.0769 -1.5357
C -2.3207 -4.7557 -1.5450
N -1.4515 -8.7941 -1.7392
H -3.6020 -9.9885 -2.4801
H -4.8271 -8.8326 -1.9194
H -3.6627 -9.5823 -0.7595
H -2.7640 -7.9383 -3.1395
H -2.5318 -7.3604 -0.1014
H -3.7841 -6.5917 -1.0775
H -2.4336 -4.3147 -0.5546
H -3.1668 -4.7760 -2.2318
H -1.6310 -4.0628 -2.0271
H -0.8767 -7.9670 -1.8134
H -1.4461 -9.1293 -0.7864
C 4.2292 -0.7013 -2.7924
C 5.7396 -0.5515 -3.0062
C 6.5030 -0.0621 -1.7123
O 6.1221 1.2398 -1.3124
C 6.6647 2.3168 -2.0400
N 6.2549 -1.8096 -3.5617
H 3.8209 -1.0405 -3.7444
H 3.7551 0.2470 -2.5392
H 4.0548 -1.3748 -1.9533
H 5.8544 0.1728 -3.8126
H 7.5776 -0.0364 -1.8932
H 6.4576 -0.7822 -0.8953
H 6.0171 3.1795 -1.8839
H 6.5690 2.2476 -3.1236
H 7.6495 2.5535 -1.6370
H 5.9293 -1.8921 -4.5142
H 7.2476 -1.7193 -3.7243
C 6.9090 6.3321 1.0429
C 7.8277 5.2054 1.3656
C 7.0998 3.8150 1.5176
O 6.1452 3.8467 2.5490
C 5.4039 2.6101 2.6762
N 8.7708 5.0460 0.2493
H 7.5477 7.2089 0.9357
H 6.3129 6.5106 1.9378
H 6.3243 6.1074 0.1509
H 8.3822 5.3384 2.2945
H 7.7908 2.9875 1.6787
H 6.6710 3.4987 0.5666
H 4.8525 2.2872 1.7931
H 4.7998 2.7430 3.5736
H 6.1544 1.8414 2.8605
H 9.0452 5.9575 -0.0883
H 9.6481 4.6437 0.5470
C 1.3477 -7.2051 0.4378
C 1.4153 -5.7442 0.9327
C 2.1520 -4.7885 -0.0384
O 3.5364 -5.1152 0.0563
C 4.3031 -4.2347 -0.7331
N 0.0212 -5.3100 1.0119
H 1.1236 -7.8017 1.3220
H 2.2857 -7.4945 -0.0361
H 0.5630 -7.3281 -0.3087
H 1.8356 -5.6581 1.9347
H 1.8628 -3.7690 0.2167
H 1.8137 -4.9358 -1.0640
H 4.1615 -3.2037 -0.4090
H 3.8679 -4.0793 -1.7203
H 5.3343 -4.5792 -0.8109
H -0.4840 -5.6097 0.1903
H -0.3708 -5.8807 1.7472
C -4.1728 2.5909 1.5896
C -3.5241 3.4474 2.7400
C -3.7296 5.0040 2.6307
O -2.9214 5.6052 3.5707
C -3.2580 6.9687 3.9377
N -4.0947 2.9636 3.9930
H -4.5321 1.5799 1.7811
H -3.4442 2.5692 0.7792
H -5.0888 2.9761 1.1416
H -2.4478 3.2877 2.8058
H -4.7963 5.1931 2.7514
H -3.3871 5.3672 1.6617
H -2.5698 7.2386 4.7387
H -4.3035 7.0645 4.2304
H -3.0074 7.6693 3.1411
H -5.0438 3.2905 4.1045
H -3.6463 3.5458 4.6860
C -0.1785 7.8908 1.6421
C 0.6338 6.8209 2.3240
C 0.8167 5.5980 1.4150
O -0.3512 4.7724 1.3538
C -0.1673 3.5967 0.6114
N 1.9026 7.4017 2.7657
H -0.3594 8.7086 2.3397
H -1.1352 7.4560 1.3526
H 0.3272 8.2567 0.7485
H 0.0803 6.4993 3.2062
H 1.6668 5.0348 1.8001
H 1.0390 5.9740 0.4163
H -0.9862 2.9145 0.8398
H 0.6287 2.9525 0.9849
H -0.0589 3.8266 -0.4485
H 1.7842 8.1273 3.4582
H 2.4810 6.7987 3.3331

=====

8
Properties=species:S:1:pos:R:3 method="wB97M-V/def2-TZVPD" homo_lumo_gap_ev="6.029 / 7.374" multiplicity=2 charge=+2 e_homo_ev="-16.115 / -17.477"
H 0.4491 -1.8967 0.7186
O 0.0675 0.3239 1.2051
O -0.4486 0.1156 -0.9296
C 0.8377 -0.7168 0.7134
C 0.4704 -0.8415 -0.6028
C -0.5850 0.9367 0.1713
F 1.2621 -1.1892 -1.6109
La -2.0532 3.2680 0.3348